Molecular formula: C6H11O2
Method: DFT, ωB97M-V/def2-TZVPD

Positions of all 19 atoms, in Å:
1 C 2.408 -1.348 -0.186
2 C -0.731 0.206 1.204
3 C 1.295 0.727 -0.552
4 C 1.235 2.177 -0.311
5 C -2.544 -0.540 -0.210
6 C -1.157 -0.655 0.267
7 O -0.361 -1.574 -0.304
8 O 2.001 -0.189 -0.321
9 H 1.938 -2.054 0.610
10 H 3.313 -1.613 -0.806
11 H -1.404 0.945 1.521
12 H 2.111 2.519 0.075
13 H 0.468 2.227 0.404
14 H 0.807 2.684 -1.265
15 H -2.963 0.265 0.252
16 H -2.613 -0.464 -1.256
17 H -3.143 -1.364 0.050
18 H 0.191 0.296 1.631
19 H -0.852 -2.243 -0.801

The total energy comes out at -10481.3983 eV. Its total charge is +1. Its orbital gap (spin up / spin down) is 8.0912 / 7.9747 eV. For the lowest unoccupied orbital energy (spin up / spin down), the calculation gives -4.681 / -4.820 eV. The value obtained for the energy above the lowest of the compared OMol25 structures with the same formula, charge and spin is 5.2546 eV.

Löwdin population analysis, charges in e, atoms 1 to 4: 0.09 0.05 0.03 0.04



Molecular formula: C6H11O4Tb
Method: DFT, ωB97M-V/def2-TZVPD

Positions of all 22 atoms, in Å:
1 O -1.476 0.378 -0.470
2 C -1.741 -1.025 -0.473
3 C -0.482 -1.668 0.059
4 O 0.666 -1.068 -0.524
5 C 1.885 -1.205 0.217
6 C 2.820 -0.015 0.059
7 O 2.139 1.165 -0.220
8 Tb 0.547 1.048 -1.230
9 H -1.981 -1.331 -1.500
10 H -2.593 -1.280 0.170
11 H -0.495 -2.754 -0.108
12 H -0.438 -1.436 1.136
13 H 2.363 -2.138 -0.117
14 H 1.593 -1.207 1.279
15 H 3.575 -0.258 -0.714
16 H 3.372 0.094 1.011
17 C -0.290 2.645 -0.019
18 O -1.484 2.476 0.456
19 C -2.279 1.330 0.133
20 H 0.058 3.632 0.324
21 H -2.686 1.002 1.097
22 H -3.075 1.615 -0.566

The total energy comes out at -37003.2142 eV. Its total charge is +2. As for the spin multiplicity: 7. Its orbital gap (spin up / spin down) is 8.7026 / 8.8044 eV. For the lowest unoccupied orbital energy (spin up / spin down), the calculation gives -9.340 / -9.345 eV. Its expectation value of S² is 12.593.

Löwdin population analysis, charges in e, atoms 1 to 4: -0.27 -0.09 -0.12 -0.28



Molecular formula: C6H11P
Method: DFT, ωB97M-V/def2-TZVPD

Positions of all 18 atoms, in Å:
1 C -1.253 0.513 1.347
2 C -0.579 -0.122 0.044
3 C -0.946 0.689 -1.219
4 C -0.992 -1.550 -0.086
5 C 0.906 -0.057 0.058
6 C 2.106 -0.132 0.109
7 P 3.897 0.077 0.123
8 H -2.135 0.924 0.942
9 H -0.729 1.400 1.657
10 H -1.344 -0.386 2.000
11 H -2.096 0.541 -1.508
12 H -0.473 0.225 -2.064
13 H -0.643 1.654 -1.120
14 H -2.079 -1.539 -0.301
15 H -0.576 -2.148 -0.959
16 H -0.995 -2.078 0.897
17 H 3.910 1.058 0.972
18 H 4.021 0.931 -0.893

The total energy comes out at -15686.0081 eV. Its total charge is 0. The SMILES is CC(C)(C)C#CP. Its orbital gap is 9.8745 eV. For the lowest unoccupied orbital energy, the calculation gives 0.857 eV. The value obtained for the energy above the lowest of the compared OMol25 structures with the same formula, charge and spin is 1.8353 eV.

Löwdin population analysis, charges in e, atoms 1 to 4: -0.01 -0.62 -0.06 -0.09